12
Properties=species:S:1:pos:R:3 method="wB97M-V/def2-TZVPD" charge=0 multiplicity=3 homo_lumo_gap_ev="6.34 / 7.72"
C 0.63412 1.92762 0.36965
C -0.73045 0.21116 -0.45510
C 1.83666 0.18024 -0.43877
C -1.44613 -1.03568 -0.28585
N -0.47384 1.27649 0.08263
O 1.91437 1.36097 0.12849
O -1.62146 -1.58643 1.02092
Br 3.61864 -0.48057 -0.51711
H 0.69487 3.06235 0.40760
H -2.45095 -0.89095 -0.62963
H -0.78549 -1.58396 -0.89903
H -1.19034 -2.44125 1.21619

---

22
Properties=species:S:1:pos:R:3 method="wB97M-V/def2-TZVPD" charge=0 homo_lumo_gap_ev="8.26 / 8.26"
C -2.03741 -2.11997 -0.04797
C -1.03047 -2.19443 0.97951
C -1.85695 -1.34064 -1.18986
C 0.05086 -1.29401 0.88185
C -0.58527 -0.70047 -1.29901
C 0.36658 -0.70427 -0.30580
C -0.19878 1.97996 0.49699
C 1.52985 0.03053 -0.51255
C 1.20694 1.57988 0.70570
N 2.28276 2.36065 0.07274
O 2.01182 3.26259 -0.69532
I 3.34097 -0.80476 0.16529
H -3.00254 -2.62974 0.08410
H -1.19995 -2.77648 1.87301
H -2.51827 -1.17204 -1.94778
H 0.65962 -1.28783 1.76116
H -0.33347 -0.23629 -2.25189
H -0.89231 1.29872 0.72355
H -0.52272 2.99333 0.82202
H -0.18751 2.11042 -0.53279
H 1.45361 0.50393 -1.44403
H 1.46264 1.14092 1.66107

---

16
Properties=species:S:1:pos:R:3 method="wB97M-V/def2-TZVPD" charge=0 smiles=N[C@H]1CNN(O)C1 homo_lumo_gap_ev=9.26
C -0.07628 -0.56460 0.87063
C 0.73116 0.67852 0.64149
C 0.11051 -1.33466 -0.59134
N 1.08505 0.64629 -0.91818
N 0.18236 -0.24976 -1.51133
N -1.48607 -0.26268 1.03521
O 1.00690 1.85503 -1.57758
H 0.33919 2.55903 -1.56142
H -0.74495 0.18670 -1.61549
H 0.33119 -1.23048 1.64100
H -2.01776 -1.10565 1.22186
H -1.65564 0.39026 1.79307
H 0.16276 1.59682 0.82167
H 1.66850 0.69995 1.18903
H 1.06704 -1.85641 -0.59933
H -0.70395 -2.00837 -0.83930

---

132
Properties=species:S:1:pos:R:3 method="wB97M-V/def2-TZVPD" charge=0 smiles="COC(=O)OC.COC(=O)OC.COC(=O)OC.COC(=O)OC.COC(=O)OC.CNC(C)=O.CNC(C)=O.CNC(C)=O.CNC(C)=O.CNC(C)=O.CNC(C)=O" homo_lumo_gap_ev=9.31
C 6.09589 3.27360 2.92208
O 4.72472 3.25937 3.23179
C 3.91484 3.51872 2.26901
O 4.24741 3.91056 1.17473
O 2.59669 3.22934 2.53510
C 2.10876 3.16603 3.88980
H 6.32960 4.10911 2.24896
H 6.42934 2.30089 2.54579
H 6.61861 3.31718 3.97119
H 2.57431 4.01193 4.36151
H 2.41901 2.19122 4.27814
H 1.04667 3.31401 3.79727
C -0.99819 -5.78782 -0.69705
O 0.30655 -5.91064 -1.31711
C 0.43008 -5.62335 -2.60512
O 1.50996 -5.90079 -3.07665
O -0.62435 -5.05930 -3.20683
C -0.35154 -4.58408 -4.56139
H -1.71981 -6.26885 -1.34770
H -1.43227 -4.73306 -0.69630
H -0.92000 -6.27221 0.28526
H -0.58963 -5.33991 -5.24009
H 0.68159 -4.24706 -4.70588
H -1.01532 -3.71048 -4.66529
C -1.76733 4.02014 -3.15639
O -1.11911 4.96899 -2.30092
C -1.07337 4.72234 -1.03937
O -1.70562 3.91625 -0.39709
O -0.15793 5.51263 -0.44886
C -0.17466 5.39953 1.03209
H -1.62740 2.98316 -2.82799
H -1.28174 4.21617 -4.11635
H -2.77298 4.26785 -3.10732
H 0.31768 6.25261 1.52356
H 0.32793 4.47844 1.29693
H -1.22616 5.36952 1.32786
C -7.30121 1.96926 -0.45400
O -6.77550 1.13252 0.61631
C -5.58465 0.53683 0.59851
O -5.15834 -0.09525 1.53283
O -4.91112 0.73865 -0.55038
C -3.65239 0.05018 -0.65705
H -7.22844 1.42936 -1.43406
H -6.77787 2.92060 -0.42538
H -8.34092 2.12163 -0.18691
H -3.28098 -0.16369 0.37266
H -2.96472 0.74867 -1.22770
H -3.80727 -0.87525 -1.16787
C 2.55516 -0.85074 2.37555
O 3.88767 -0.38696 2.19636
C 4.75021 -0.11276 3.13561
O 5.94865 0.12826 2.94487
O 4.18949 -0.09842 4.35996
C 4.96368 0.12616 5.52055
H 2.21367 -0.89500 1.35170
H 1.94163 -0.10826 2.95160
H 2.46484 -1.84334 2.89887
H 5.21811 -0.81580 6.00382
H 4.18675 0.58663 6.23043
H 5.88877 0.67467 5.40691
C 2.49603 4.47644 -3.06418
C 2.27479 3.17622 -2.26030
O 1.43816 2.38264 -2.59480
N 3.11217 2.90189 -1.21327
C 3.22930 1.58655 -0.60535
H 3.50711 4.63111 -3.19379
H 2.18287 5.31161 -2.44185
H 1.97311 4.56275 -4.01001
H 3.66592 3.62084 -0.77939
H 2.40820 1.23274 0.01379
H 4.18306 1.43229 -0.22016
H 3.23897 0.95327 -1.49817
C 4.33159 -3.43827 -1.71463
C 3.27222 -3.00853 -0.76115
O 2.79638 -1.86432 -0.64265
N 2.88611 -3.91869 0.19408
C 3.48982 -5.23715 0.45511
H 4.28184 -4.51921 -1.99009
H 5.34795 -3.38447 -1.30023
H 4.22916 -2.79045 -2.54627
H 2.16815 -3.54505 0.83500
H 3.41254 -5.44952 1.55063
H 4.57613 -5.12732 0.34857
H 3.01607 -6.02129 -0.12253
C -0.46309 -3.84064 2.73715
C -1.98962 -3.88451 2.78688
O -2.56418 -4.47809 3.66764
N -2.61430 -3.31098 1.78584
C -4.00615 -3.72834 1.43179
H -0.13423 -3.41951 3.66413
H -0.13491 -3.28273 1.86031
H -0.22359 -4.92084 2.51231
H -2.20328 -2.75773 1.02236
H -4.14940 -3.53353 0.36772
H -4.68537 -3.18868 2.06388
H -4.14103 -4.79628 1.71456
C 0.13333 -1.51485 -2.07654
C -0.42942 -0.88476 -0.84833
O -1.09985 -1.54164 -0.05317
N -0.16032 0.42526 -0.67173
C -0.22456 0.97585 0.64446
H 0.33722 -2.62096 -1.92179
H 1.10199 -1.01100 -2.35951
H -0.58067 -1.36000 -2.86624
H 0.51401 0.90207 -1.33223
H -0.06434 0.19167 1.37175
H -1.27047 1.29873 0.87150
H 0.42681 1.85994 0.73922
C -1.29232 0.83777 -6.28529
C -1.98387 -0.25559 -5.52169
O -1.35684 -1.27235 -5.34195
N -3.21401 0.03288 -5.20002
C -4.17368 -0.98594 -4.68899
H -0.31461 0.95340 -5.84368
H -1.87632 1.78214 -6.33190
H -1.14165 0.43528 -7.26717
H -3.61186 0.83755 -5.68732
H -4.97835 -0.49442 -4.14138
H -3.63649 -1.61660 -3.97456
H -4.67157 -1.58131 -5.51855
C -3.25591 3.69051 3.29370
C -2.34810 2.53558 3.57709
O -1.20995 2.66081 4.05021
N -2.80941 1.32078 3.24481
C -2.02554 0.11358 3.49970
H -3.65126 3.58488 2.28738
H -2.68591 4.63528 3.30818
H -4.08623 3.71443 3.99863
H -3.69540 1.07525 2.79347
H -2.51368 -0.68032 4.11797
H -1.02586 0.28255 3.93488
H -1.88077 -0.33862 2.57567

---

Looking at relative energy (zero: lowest compared OMol25 entry of this formula, charge and spin) for the records above, in order, we have 67.7 11.0 97.4 0.0 kcal/mol.